(1)
ORCA calculation (ωB97M-V/def2-TZVPD) on 2 unconnected molecules or ions with the total composition C2H7N3O in a non-equilibrium geometry.

## Properties
Charge: 0
Highest occupied orbital energy in Ha: -0.3335

```
13
C2H7N3O (ωB97M-V/def2-TZVPD)
N -0.72819 -0.98016 -1.36385
C -1.70125 -1.11531 -0.41224
N -2.17856 -0.13225 0.21505
H -0.52989 -1.74187 -1.97563
H -0.05614 -0.22287 -1.32918
H -2.11090 -2.13478 -0.50256
H -2.96630 -0.31422 0.81216
C 1.88372 1.52055 0.24370
N 1.60551 0.61963 1.25152
O 1.35894 1.50313 -0.83598
H 2.42231 2.39977 0.62816
H 0.94817 -0.14426 1.14126
H 2.05259 0.74264 2.12758
```

natural (NBO) atomic charge list, values in e, 8 entries: -0.831 0.275 -0.731 0.383 0.419 0.131 0.347 0.532



(2)
ORCA calculation (ωB97M-V/def2-TZVPD) on a molecular structure, C2H7N3O in a non-equilibrium geometry.

## Properties
Charge: 0
Highest occupied orbital energy in Ha: -0.2877

```
13
C2H7N3O (ωB97M-V/def2-TZVPD)
C -1.60982 1.13731 -1.15203
C 0.25129 -1.33120 0.13156
H -2.10087 0.11039 -1.48066
H -0.86678 1.67040 -1.95447
H -2.34838 2.06491 -0.92148
H -1.44186 0.81065 0.77346
H 0.48781 -2.46539 0.17704
H 2.13354 -1.60745 0.67864
H 0.52577 0.92488 0.00216
N -0.77805 0.72052 0.09177
N -0.75312 -0.74131 -0.24772
N 1.32797 -0.73086 0.64204
O 1.64805 0.61456 0.68069
```

natural (NBO) atomic charge list, values in e, 8 entries: -0.465 0.235 0.263 0.214 0.203 0.388 0.199 0.353



(3)
ORCA calculation (ωB97M-V/def2-TZVPD) on C2H7N3O in the gas phase in a non-equilibrium geometry.

## Properties
Charge: 0
Highest occupied orbital energy (spin up / spin down) in Ha: -0.2352 / -0.2351

```
13
C2H7N3O (ωB97M-V/def2-TZVPD)
C -2.04160 0.37650 -0.03556
N -1.40559 -0.86865 -0.35207
C 0.85994 -0.02790 -0.01751
N 2.19051 -0.46141 0.17682
O 0.64175 1.30537 0.18424
N -0.09821 -0.89907 -0.25611
H 1.09334 1.59601 0.99007
H 0.24194 -1.84006 -0.44590
H 2.86135 0.14760 -0.28161
H 2.34167 -1.41974 -0.10505
H -3.09649 0.25124 -0.27322
H -1.94936 0.62492 1.03000
H -1.63923 1.21522 -0.61415
```

natural (NBO) atomic charge list, values in e, 8 entries: -0.449 -0.459 0.520 -0.846 -0.682 -0.260 0.487 0.394



(4)
ORCA calculation (ωB97M-V/def2-TZVPD) on 2 unconnected molecules or ions with the total composition C2H7N3O2 in a non-equilibrium geometry.

## Properties
Charge: 0
Highest occupied orbital energy in Ha: -0.3305

```
14
C2H7N3O2 (ωB97M-V/def2-TZVPD)
C 0.84728 0.23038 1.34738
C -1.33309 -0.22563 -0.13469
N -0.93564 -1.11473 -0.92370
N -1.26970 1.07497 -0.51774
N 1.38447 0.09016 0.11325
O 1.77985 -1.13791 -0.25400
O 1.71912 1.06104 -0.57666
H 0.76756 1.30825 1.58318
H 0.58540 -0.66943 1.72866
H -2.10657 -0.41523 0.75169
H -1.29574 -2.07542 -0.68430
H 1.74959 -1.06737 -1.21690
H -0.90306 1.20902 -1.43786
H -0.98947 1.73192 0.22169
```

natural (NBO) atomic charge list, values in e, 8 entries: -0.317 0.273 -0.754 -0.823 0.392 -0.496 -0.495 0.228



(5)
ORCA calculation (ωB97M-V/def2-TZVPD) on C2H7N3OS in the gas phase in a non-equilibrium geometry.

## Properties
Charge: 0
Highest occupied orbital energy in Ha: -0.3249

```
14
C2H7N3OS (ωB97M-V/def2-TZVPD)
C -0.10468 0.19474 1.49200
C -0.13109 -0.68252 -0.85178
H -1.19691 0.55994 1.16272
H -0.17198 -0.38985 2.51050
H 0.68675 1.02832 1.51717
H -0.74045 -3.07811 0.73439
H -0.57736 0.59257 -2.35597
H 1.47551 1.94217 -1.37889
H -0.01785 2.48934 -0.70618
N 0.17570 -0.81899 0.46139
N -0.13381 0.63150 -1.35681
N 0.66697 1.65448 -0.79213
O -0.37322 -1.67009 -1.49863
S 0.44244 -2.45350 1.06223
```

natural (NBO) atomic charge list, values in e, 8 entries: -0.433 0.758 0.196 0.229 0.231 0.123 0.391 0.361



(6)
ORCA calculation (ωB97M-V/def2-TZVPD) on a gas-phase ion, C2H7N3P3 (charge +1) in a non-equilibrium geometry.

## Properties
Charge: +1
Highest occupied orbital energy in Ha: -0.4421

```
15
C2H7N3P3 (ωB97M-V/def2-TZVPD)
C 0.74582 -1.77579 0.32016
C 1.86632 -2.60419 0.60351
N -0.00633 1.80125 -0.34657
N -0.15481 -1.08653 0.22586
N -2.06825 0.54316 -0.47510
P -0.77233 0.91197 0.63698
P 1.52877 2.57923 -0.25656
P -3.46038 -0.24642 -0.22629
H 2.44171 -2.00324 -0.07191
H 1.64288 -3.53713 0.09709
H 2.27316 -2.82671 1.59161
H -2.03299 1.14829 -1.29651
H 1.42579 2.80971 1.18967
H 0.99363 3.99239 -0.65804
H -4.42298 0.29403 -1.33389
```

natural (NBO) atomic charge list, values in e, 8 entries: 0.498 -0.739 -1.312 -0.503 -1.157 1.363 0.555 1.035



(7)
ORCA calculation (ωB97M-V/def2-TZVPD) on C2H7N3S in the gas phase in a non-equilibrium geometry.

## Properties
Charge: 0
Highest occupied orbital energy in Ha: -0.2881

```
13
C2H7N3S (ωB97M-V/def2-TZVPD)
C -2.23057 -1.81053 -1.88010
C 0.00488 0.36830 -0.07296
H -2.35807 -2.72123 -1.17672
H -1.46334 -2.22710 -2.56628
H -3.15735 -1.57163 -2.26144
H -2.31655 0.03774 -0.78898
H -0.57237 1.36752 0.05314
H 1.73767 -0.53677 0.16952
H 2.31402 2.14304 1.37156
N -1.67170 -0.56530 -1.19345
N -0.49820 -0.62186 -0.65134
N 1.43515 0.42541 0.27847
S 1.51958 1.09338 1.74262
```

natural (NBO) atomic charge list, values in e, 8 entries: -0.403 0.155 0.174 0.210 0.200 0.345 0.148 0.390



(8)
ORCA calculation (ωB97M-V/def2-TZVPD) on C2H7N3S in the gas phase in a non-equilibrium geometry.

## Properties
Charge: 0
Highest occupied orbital energy in Ha: -0.2920

```
13
C2H7N3S (ωB97M-V/def2-TZVPD)
C -0.23484 1.28881 -0.00445
C 0.25014 -1.13612 -0.06283
H 0.10499 1.45226 1.04068
H 0.49186 1.78105 -0.64927
H -1.15979 1.86304 0.03209
H -2.41673 -0.39698 -0.83528
H -1.98925 -1.04171 0.63816
H -0.21898 -2.13460 0.01512
H 3.66116 -0.46403 0.14493
N -0.58816 -0.05041 -0.26569
N -1.93054 -0.24288 0.03524
N 1.50031 -1.13178 -0.01183
S 2.52984 0.21334 -0.07688
```

natural (NBO) atomic charge list, values in e, 8 entries: -0.439 0.247 0.188 0.215 0.233 0.354 0.348 0.180



(9)
ORCA calculation (ωB97M-V/def2-TZVPD) on C2H7N3S in the gas phase in a non-equilibrium geometry.

## Properties
Charge: 0
Highest occupied orbital energy in Ha: -0.3393

```
13
C2H7N3S (ωB97M-V/def2-TZVPD)
C 0.29602 -0.03265 0.25483
C 0.78355 -0.79203 -0.88640
H -0.93695 1.56719 1.69109
H -0.15229 2.71513 0.83308
H -1.14864 0.79783 -0.81004
H 0.92666 -1.17348 1.58968
H 1.09430 -0.13672 -1.69612
H 1.59795 -1.48257 -0.58800
H -1.09040 -2.47825 -0.72482
N -0.88529 2.01148 0.76604
N -0.43584 1.07284 -0.16415
N 0.42440 -0.27964 1.50756
S -0.47346 -1.78912 -1.77275
```

natural (NBO) atomic charge list, values in e, 8 entries: 0.399 -0.582 0.362 0.347 0.378 0.338 0.252 0.233



(10)
ORCA calculation (ωB97M-V/def2-TZVPD) on a molecular structure, C2H7N3S2 in a non-equilibrium geometry.

## Properties
Charge: +2
Highest occupied orbital energy (spin up / spin down) in Ha: -0.6811 / -0.6745

```
14
C2H7N3S2 (ωB97M-V/def2-TZVPD)
C 0.26429 0.35235 0.65263
C 0.01836 -0.80981 -0.15718
N 0.29933 1.59873 0.05426
N 0.41447 0.20379 1.93693
N -0.99477 -0.79658 -1.33508
S 1.78544 -0.89303 -0.65506
S 0.34249 1.97523 -1.60688
H -0.40720 -1.74642 0.36965
H 0.75877 2.45061 0.53523
H 0.24588 -0.61148 2.44572
H 0.55625 0.81700 2.72676
H -0.70002 0.02280 -2.00842
H -1.88117 -1.01935 -0.92766
H -0.70210 -1.54385 -2.03090
```

natural (NBO) atomic charge list, values in e, 8 entries: 0.486 -0.327 -0.724 -0.665 -0.739 0.395 0.437 0.318



(11)
ORCA calculation (ωB97M-V/def2-TZVPD) on a gas-phase ion, C2H7N4 (charge +1) in a non-equilibrium geometry.

## Properties
Charge: +1
Highest occupied orbital energy (spin up / spin down) in Ha: -0.5335 / -0.5212

```
13
C2H7N4 (ωB97M-V/def2-TZVPD)
C 0.25568 -0.17560 -1.47805
C -0.78667 -0.99359 -0.62988
N 0.71074 0.88169 -0.70416
N -0.38856 -0.62007 0.77295
N 0.39885 0.49093 0.71696
N 0.67414 1.18660 1.81236
H 1.18147 -0.87770 -1.86239
H 0.03901 0.26670 -2.39812
H -1.70962 -0.63534 -0.96081
H -0.77311 -1.96286 -0.95256
H -1.06648 -0.63458 1.54138
H 1.59588 1.60066 1.82716
H -0.13132 1.47316 2.31515
```

natural (NBO) atomic charge list, values in e, 8 entries: -0.321 -0.239 -0.048 -0.343 0.232 -0.568 0.255 0.276



(12)
ORCA calculation (ωB97M-V/def2-TZVPD) on a gas-phase ion, C2H7N4 (charge +1) in a non-equilibrium geometry.

## Properties
Charge: +1
Highest occupied orbital energy (spin up / spin down) in Ha: -0.5026 / -0.5026

```
13
C2H7N4 (ωB97M-V/def2-TZVPD)
C 1.28894 0.27468 0.81341
C -1.57881 -1.28315 -0.92967
N 0.29379 -0.65566 0.22579
N 0.81808 1.63501 0.94290
N 0.96300 2.59407 0.16542
N -0.77760 -0.34549 -0.27239
H 1.65374 0.03252 1.77515
H 2.08085 0.22910 -0.04715
H -1.73785 -0.96613 -1.92884
H -2.36289 -1.28466 -0.20803
H -0.96075 -2.34764 -0.91645
H 0.02777 1.84995 1.67453
H 1.78328 2.55329 -0.39959
```

natural (NBO) atomic charge list, values in e, 8 entries: -0.149 -0.449 -0.120 -0.112 -0.092 -0.106 0.257 0.255